[1]
ORCA calculation (ωB97M-V with the def2-TZVPD basis set) on a single C4H7FS molecule.

Each line ends with the Löwdin charge.
Cartesian coordinates (Å):
1 C 0.360 -1.876 0.191  -0.11
2 C -0.383 -0.629 0.413  -0.64
3 S -1.897 -0.170 -0.435  0.88
4 C -0.265 0.535 -0.468  -0.61
5 C 0.054 1.902 -0.052  -0.26
6 F 1.407 1.949 -0.062  -0.03
7 H 0.449 -2.006 -0.925  0.10
8 H -0.251 -2.722 0.570  0.09
9 H 1.346 -1.808 0.616  0.08
10 H -0.534 -0.372 1.475  0.11
11 H 0.294 0.388 -1.405  0.13
12 H -0.245 2.575 -0.854  0.12
13 H -0.335 2.235 0.936  0.14

- ΔE to the lowest compared entry with this formula, charge and spin: 92.7 kJ/mol
- SMILES: C[C@@H]1S[C@H]1CF
- Highest occupied orbital energy: -9.0 eV



[2]
ORCA calculation (ωB97M-V with the def2-TZVPD basis set) on an isolated ion of composition C3H9IN3 and charge +1.

Each line ends with the Löwdin charge.
Cartesian coordinates (Å):
1 C -1.662 -0.600 -0.167  -0.06
2 C -0.139 -0.812 -0.309  -0.18
3 N 0.689 0.321 0.169  -0.15
4 N 1.190 0.182 1.497  0.11
5 C 0.784 1.368 -0.611  -0.22
6 N 1.148 2.628 -0.588  -0.35
7 I 1.051 4.125 -2.131  0.89
8 H -1.859 0.108 0.758  0.12
9 H -2.179 -0.323 -1.072  0.07
10 H -2.043 -1.466 0.326  0.06
11 H 0.145 -1.078 -1.403  0.16
12 H 0.167 -1.615 0.290  0.09
13 H 0.494 0.277 2.201  0.09
14 H 1.723 -0.724 1.593  0.14
15 H 0.657 1.136 -1.672  0.14
16 H 1.688 3.210 0.153  0.11

- ΔE to the lowest compared entry with this formula, charge and spin: 234.1 kJ/mol
- Total charge: +1
- SMILES: CCN(N)/C=[NH+]/I
- Highest occupied orbital energy: -13.8 eV



[3]
ORCA calculation (ωB97M-V with the def2-TZVPD basis set) on a 2-piece molecular cluster, C7H12 overall.

Each line ends with the Löwdin charge.
Cartesian coordinates (Å):
1 C -2.580 -0.478 0.007  -0.08
2 C -1.088 -0.204 0.134  -0.36
3 C -0.652 0.602 1.344  -0.07
4 C -0.199 1.631 0.622  -0.10
5 C -0.534 0.992 -0.709  -0.15
6 H -2.822 -0.902 -0.974  0.07
7 H -3.152 0.451 0.128  0.08
8 H -2.918 -1.184 0.774  0.07
9 H -0.508 -1.125 -0.019  0.12
10 H -0.706 0.401 2.412  0.10
11 H 0.264 2.581 0.876  0.10
12 H 0.324 0.739 -1.344  0.09
13 H -1.288 1.514 -1.312  0.11
14 C 2.638 -1.454 -0.407  -0.08
15 C 2.724 -0.182 -0.034  -0.08
16 H 3.199 -1.845 -1.253  0.04
17 H 2.007 -2.162 0.126  0.04
18 H 3.356 0.527 -0.566  0.05
19 H 2.155 0.208 0.807  0.04

- ΔE to the lowest compared entry with this formula, charge and spin: 224.1 kJ/mol
- SMILES: C[C@@H]1C=CC1.C=C
- Highest occupied orbital energy: -9.4 eV



[4]
ORCA calculation (ωB97M-V with the def2-TZVPD basis set) on a 15-piece molecular cluster, C54H144N6O30 overall.

Each line ends with the Löwdin charge.
Cartesian coordinates (Å):
1 C 3.023 -4.543 0.013  -0.21
2 C 3.911 -5.649 0.607  -0.20
3 O 5.289 -5.260 0.403  -0.06
4 O 3.321 -3.243 0.508  -0.12
5 H 1.967 -4.772 0.167  0.11
6 H 3.200 -4.445 -1.098  0.12
7 H 3.689 -6.595 0.090  0.12
8 H 3.677 -5.752 1.674  0.11
9 H 5.681 -5.237 1.276  0.08
10 H 4.148 -2.844 0.170  0.05
11 C 1.657 -2.596 -3.461  -0.24
12 C 3.075 -2.298 -3.096  -0.19
13 O 3.460 -1.090 -3.883  -0.09
14 O 0.677 -1.695 -2.909  -0.09
15 H 1.303 -3.555 -3.084  0.10
16 H 1.573 -2.635 -4.561  0.12
17 H 3.700 -3.211 -3.372  0.13
18 H 3.138 -2.084 -2.014  0.11
19 H 3.953 -0.532 -3.263  0.03
20 H 0.849 -1.794 -1.958  0.04
21 C -1.196 1.026 4.725  -0.25
22 C 0.219 1.153 5.037  -0.26
23 O 0.421 2.198 5.984  -0.06
24 O -1.845 0.627 5.934  -0.07
25 H -1.412 0.254 3.980  0.11
26 H -1.597 1.997 4.400  0.13
27 H 0.826 1.364 4.172  0.11
28 H 0.696 0.290 5.469  0.11
29 H -0.457 2.377 6.338  0.07
30 H -2.806 0.660 5.770  0.10
31 C 6.148 1.343 -2.618  -0.21
32 C 5.715 2.595 -3.395  -0.21
33 O 5.097 3.537 -2.487  -0.08
34 O 5.005 0.650 -2.133  -0.11
35 H 6.926 1.512 -1.871  0.13
36 H 6.540 0.696 -3.428  0.12
37 H 5.055 2.315 -4.227  0.12
38 H 6.562 3.101 -3.839  0.11
39 H 4.164 3.309 -2.462  0.02
40 H 4.834 0.951 -1.230  0.05
41 C 3.096 -3.312 4.022  -0.21
42 C 2.251 -3.178 5.269  -0.22
43 O 3.160 -2.901 6.360  -0.08
44 O 3.992 -2.146 3.937  -0.09
45 H 2.418 -3.324 3.151  0.11
46 H 3.694 -4.260 4.012  0.13
47 H 1.764 -4.144 5.416  0.11
48 H 1.452 -2.441 5.122  0.11
49 H 3.663 -2.091 6.124  0.08
50 H 4.587 -2.282 4.681  0.07
51 C -0.960 -6.370 2.866  -0.21
52 C 0.026 -7.482 2.666  -0.26
53 O 1.346 -7.034 2.868  -0.06
54 O -0.551 -5.713 4.143  -0.10
55 H -1.972 -6.808 2.825  0.12
56 H -0.897 -5.570 2.094  0.10
57 H -0.078 -7.980 1.716  0.10
58 H -0.266 -8.217 3.437  0.13
59 H 1.420 -6.819 3.792  0.07
60 H -1.028 -4.845 4.082  0.07
61 C 1.448 1.232 -4.170  -0.20
62 C 1.737 1.538 -2.743  -0.21
63 O 2.342 2.849 -2.579  -0.08
64 O 0.928 2.465 -4.747  -0.08
65 H 0.654 0.478 -4.211  0.11
66 H 2.356 0.840 -4.654  0.12
67 H 2.368 0.788 -2.296  0.10
68 H 0.829 1.559 -2.167  0.08
69 H 1.886 3.376 -3.238  0.07
70 H 1.218 2.444 -5.675  0.10
71 C -3.022 -3.336 1.730  -0.27
72 C -3.156 -2.294 2.788  -0.20
73 O -2.121 -2.755 3.722  -0.10
74 O -3.887 -2.987 0.660  -0.07
75 H -3.250 -4.318 2.095  0.10
76 H -1.991 -3.316 1.326  0.12
77 H -4.149 -2.397 3.263  0.13
78 H -2.968 -1.246 2.426  0.11
79 H -2.033 -2.089 4.434  0.08
80 H -4.777 -3.266 0.903  0.09
81 C -0.477 -0.070 0.147  -0.27
82 C 0.390 -1.093 0.824  -0.21
83 O 1.305 -1.594 -0.160  -0.11
84 O -1.549 0.160 0.979  -0.09
85 H -0.784 -0.561 -0.811  0.12
86 H 0.128 0.839 -0.090  0.12
87 H -0.171 -1.946 1.187  0.11
88 H 0.956 -0.680 1.680  0.12
89 H 2.006 -2.175 0.233  0.05
90 H -2.243 0.627 0.449  0.03
91 C 1.494 11.846 6.553  -0.12
92 O 0.672 10.785 6.942  -0.20
93 C -0.386 10.410 6.139  -0.27
94 C -0.948 9.089 6.668  -0.19
95 N -0.061 7.912 6.423  -0.05
96 C -0.228 7.371 5.054  -0.23
97 C 0.573 6.100 4.835  -0.22
98 O 0.469 5.842 3.423  -0.21
99 C 0.978 4.559 3.076  -0.10
100 H 0.908 12.771 6.399  0.09
101 H 2.064 11.595 5.624  0.10
102 H 2.202 12.057 7.361  0.09
103 H 0.040 10.262 5.132  0.11
104 H -1.203 11.170 6.046  0.13
105 H -1.989 9.038 6.238  0.11
106 H -0.968 9.238 7.735  0.11
107 H -0.262 7.152 7.074  0.11
108 H 0.246 8.143 4.426  0.11
109 H -1.294 7.167 4.716  0.13
110 H 0.043 5.281 5.363  0.12
111 H 1.583 6.230 5.234  0.13
112 H 2.053 4.458 3.306  0.09
113 H 0.812 4.498 1.986  0.08
114 H 0.418 3.757 3.590  0.07
115 C -4.902 7.380 3.967  -0.09
116 O -3.784 7.321 3.076  -0.22
117 C -3.309 8.586 2.684  -0.24
118 C -2.047 8.455 1.891  -0.22
119 N -2.212 7.444 0.863  -0.03
120 C -0.977 7.177 0.104  -0.22
121 C -1.111 6.012 -0.793  -0.21
122 O -1.229 4.852 0.069  -0.20
123 C -1.236 3.627 -0.661  -0.10
124 H -5.843 7.558 3.443  0.08
125 H -4.714 8.209 4.678  0.09
126 H -4.949 6.410 4.500  0.09
127 H -3.070 9.218 3.543  0.11
128 H -4.052 9.099 2.074  0.13
129 H -1.175 8.280 2.535  0.10
130 H -1.854 9.400 1.389  0.12
131 H -2.585 6.592 1.261  0.08
132 H -0.087 6.997 0.753  0.13
133 H -0.775 8.045 -0.521  0.12
134 H -0.204 5.911 -1.416  0.13
135 H -2.025 6.100 -1.413  0.13
136 H -0.277 3.361 -1.175  0.09
137 H -2.013 3.591 -1.452  0.09
138 H -1.476 2.862 0.088  0.08
139 C -1.913 1.057 -9.221  -0.11
140 O -2.006 0.145 -8.156  -0.22
141 C -3.226 -0.531 -7.909  -0.23
142 C -2.999 -1.348 -6.687  -0.21
143 N -1.979 -2.402 -6.849  -0.03
144 C -1.331 -2.732 -5.613  -0.22
145 C -1.993 -3.571 -4.504  -0.23
146 O -3.002 -2.839 -3.863  -0.18
147 C -3.483 -3.525 -2.716  -0.12
148 H -2.254 0.617 -10.172  0.09
149 H -0.849 1.293 -9.308  0.08
150 H -2.508 2.000 -9.034  0.10
151 H -3.517 -1.097 -8.839  0.14
152 H -4.017 0.188 -7.662  0.12
153 H -3.946 -1.754 -6.317  0.13
154 H -2.649 -0.627 -5.935  0.10
155 H -1.277 -1.984 -7.436  0.10
156 H -0.984 -1.821 -5.082  0.11
157 H -0.481 -3.351 -5.857  0.11
158 H -1.177 -3.876 -3.838  0.09
159 H -2.407 -4.471 -5.002  0.13
160 H -3.915 -4.514 -2.984  0.08
161 H -4.285 -2.942 -2.232  0.08
162 H -2.695 -3.700 -1.960  0.08
163 C -2.621 2.283 -4.578  -0.07
164 O -3.289 1.630 -3.499  -0.19
165 C -2.546 0.593 -2.897  -0.22
166 C -3.382 0.021 -1.780  -0.18
167 N -3.531 1.005 -0.718  -0.06
168 C -4.616 0.811 0.251  -0.18
169 C -4.676 1.958 1.206  -0.26
170 O -4.668 3.253 0.669  -0.18
171 C -4.716 4.276 1.700  -0.07
172 H -1.712 2.723 -4.155  0.08
173 H -3.285 3.047 -4.976  0.09
174 H -2.344 1.596 -5.380  0.07
175 H -1.607 0.998 -2.436  0.12
176 H -2.214 -0.142 -3.658  0.11
177 H -2.976 -0.934 -1.459  0.11
178 H -4.384 -0.152 -2.212  0.13
179 H -3.606 1.955 -1.065  0.11
180 H -4.504 -0.081 0.852  0.11
181 H -5.573 0.716 -0.290  0.13
182 H -3.857 1.787 1.935  0.12
183 H -5.590 1.921 1.838  0.13
184 H -5.120 3.848 2.641  0.08
185 H -5.327 5.134 1.380  0.09
186 H -3.693 4.632 1.913  0.08
187 C -4.743 -8.262 -2.442  -0.08
188 O -4.296 -8.735 -1.161  -0.20
189 C -4.488 -7.803 -0.121  -0.21
190 C -3.387 -6.685 -0.150  -0.19
191 N -2.020 -7.222 -0.134  -0.04
192 C -0.960 -6.333 -0.581  -0.19
193 C -0.889 -6.144 -2.098  -0.21
194 O -0.466 -7.384 -2.664  -0.19
195 C -0.542 -7.398 -4.087  -0.09
196 H -4.062 -7.499 -2.804  0.07
197 H -5.768 -7.884 -2.356  0.09
198 H -4.745 -9.141 -3.119  0.10
199 H -4.486 -8.297 0.871  0.13
200 H -5.442 -7.265 -0.223  0.11
201 H -3.612 -6.051 0.724  0.09
202 H -3.611 -6.023 -1.012  0.09
203 H -2.001 -8.172 -0.496  0.12
204 H -0.004 -6.725 -0.225  0.11
205 H -1.135 -5.405 -0.053  0.10
206 H -0.142 -5.366 -2.345  0.11
207 H -1.820 -5.833 -2.595  0.09
208 H -1.578 -7.279 -4.408  0.08
209 H -0.129 -8.324 -4.460  0.08
210 H 0.035 -6.540 -4.459  0.09
211 C 7.072 -4.692 -3.617  -0.11
212 O 7.423 -3.956 -2.474  -0.20
213 C 6.438 -3.064 -2.002  -0.23
214 C 6.878 -2.272 -0.764  -0.14
215 N 5.634 -1.655 -0.185  -0.05
216 C 5.891 -1.015 1.101  -0.19
217 C 4.692 -0.191 1.483  -0.22
218 O 4.457 0.838 0.534  -0.24
219 C 3.558 1.793 1.017  -0.07
220 H 6.147 -5.234 -3.387  0.09
221 H 7.867 -5.382 -3.905  0.09
222 H 6.903 -4.004 -4.465  0.09
223 H 5.538 -3.649 -1.729  0.10
224 H 6.220 -2.365 -2.832  0.13
225 H 7.613 -1.499 -1.023  0.12
226 H 7.347 -2.919 -0.032  0.12
227 H 5.311 -0.926 -0.814  0.08
228 H 6.726 -0.265 1.091  0.14
229 H 6.099 -1.786 1.829  0.12
230 H 4.795 0.221 2.500  0.13
231 H 3.778 -0.785 1.549  0.10
232 H 4.046 2.352 1.832  0.10
233 H 2.681 1.207 1.408  0.10
234 H 3.316 2.429 0.134  0.11

- ΔE to the lowest compared entry with this formula, charge and spin: 0.0 kJ/mol
- Highest occupied orbital energy: -8.4 eV



[5]
ORCA calculation (ωB97M-V with the def2-TZVPD basis set) on C14H20CaN2O4S2 as an isolated structure.

Each line ends with the Löwdin charge.
Cartesian coordinates (Å):
1 Ca 0.070 0.164 -0.517  1.11
2 C -2.341 -0.595 1.745  -0.15
3 C -1.241 -0.848 2.768  -0.18
4 O -0.020 -0.720 2.075  -0.26
5 C 1.143 -0.828 2.858  -0.18
6 C 2.309 -0.593 1.904  -0.15
7 O 2.023 -1.107 0.606  -0.23
8 C 1.860 -2.524 0.574  -0.16
9 C 1.276 -2.890 -0.766  -0.15
10 O 0.055 -2.183 -0.982  -0.29
11 C -1.198 -2.856 -0.906  -0.15
12 C -1.877 -2.526 0.398  -0.17
13 O -1.981 -1.110 0.465  -0.21
14 H -2.467 0.475 1.593  0.11
15 H -3.289 -1.030 2.077  0.14
16 H -1.303 -1.848 3.218  0.13
17 H -1.320 -0.107 3.570  0.14
18 H 1.185 -1.814 3.338  0.13
19 H 1.161 -0.069 3.648  0.14
20 H 3.230 -1.036 2.296  0.14
21 H 2.475 0.473 1.761  0.13
22 H 1.193 -2.837 1.380  0.12
23 H 2.831 -3.014 0.709  0.14
24 H 1.105 -3.967 -0.830  0.14
25 H 1.945 -2.581 -1.570  0.12
26 H -1.062 -3.935 -1.016  0.14
27 H -1.780 -2.491 -1.754  0.12
28 H -1.293 -2.906 1.243  0.12
29 H -2.874 -2.981 0.435  0.14
30 S -0.268 2.383 1.082  0.47
31 C -1.497 2.645 -0.158  -0.79
32 C -2.359 3.752 -0.143  -0.11
33 C -3.291 3.901 -1.144  -0.08
34 C -3.374 2.959 -2.169  -0.08
35 C -2.501 1.895 -2.128  -0.14
36 N -1.601 1.738 -1.150  -0.11
37 H -2.265 4.477 0.653  0.10
38 H -3.959 4.754 -1.135  0.10
39 H -4.086 3.054 -2.976  0.10
40 H -2.493 1.127 -2.893  0.08
41 S 1.696 0.197 -2.736  0.45
42 C 0.201 -0.324 -3.315  -0.94
43 N -0.877 -0.666 -3.582  0.04

- ΔE to the lowest compared entry with this formula, charge and spin: 6.4 kJ/mol
- Highest occupied orbital energy: -7.3 eV